Record 1
{
  "formula": "C24H32ClCuFIN2O4PSi",
  "method": "ωB97M-V/def2-TZVPD",
  "species": ["Cu", "Cl", "C", "C", "C", "I", "C", "O", "C", "N", "C", "C", "C", "C", "H", "H", "H", "H", "C", "Si", "C", "C", "N", "C", "C", "C", "C", "C", "C", "F", "H", "H", "H", "H", "H", "H", "H", "H", "H", "H", "H", "H", "H", "C", "C", "O", "P", "O", "C", "C", "O", "C", "C", "H", "H", "H", "H", "H", "H", "H", "H", "H", "H", "H", "H", "H", "H", "H"],
  "coordinates": [[-0.4502, -0.3267, -0.2905], [-6.7945, -3.4599, 0.0406], [-5.4436, -2.3450, -0.0709], [-5.6727, -1.0041, -0.0050], [-4.6160, -0.0818, -0.1131], [-5.0265, 1.9570, -0.0245], [-3.2873, -0.4667, -0.3105], [-2.3251, 0.3483, -0.4942], [-3.0652, -1.9108, -0.3060], [-1.7697, -2.2985, -0.3957], [-1.4796, -3.5679, -0.4646], [-2.4702, -4.5722, -0.4441], [-3.7781, -4.2071, -0.3145], [-4.1227, -2.8394, -0.2268], [-6.6849, -0.6453, 0.1285], [-0.4217, -3.8148, -0.5149], [-2.1861, -5.6139, -0.5179], [-4.5617, -4.9527, -0.2766], [3.2836, -2.2705, -2.6348], [1.7750, -1.2687, -2.1328], [0.3578, -1.9978, -3.1177], [2.0479, 0.4528, -2.8316], [1.3704, -1.2027, -0.4842], [2.0382, -1.5954, 0.6336], [3.3660, -2.1002, 0.6931], [3.9907, -2.4792, 1.8724], [3.3410, -2.3746, 3.0962], [2.0423, -1.8733, 3.0933], [1.4439, -1.5067, 1.9119], [0.1702, -1.0198, 1.9866], [3.2828, -2.3425, -3.7279], [3.2578, -3.2863, -2.2297], [4.2251, -1.8069, -2.3290], [0.4407, -1.7171, -4.1739], [-0.6002, -1.6276, -2.7395], [0.3412, -3.0907, -3.0578], [2.4571, 0.4149, -3.8471], [2.7350, 1.0303, -2.2043], [1.1014, 1.0013, -2.8700], [3.9140, -2.1850, -0.2322], [5.0066, -2.8558, 1.8289], [3.8211, -2.6662, 4.0209], [1.4714, -1.7566, 4.0070], [2.8555, 2.9591, 2.1759], [2.6359, 2.7980, 0.6847], [1.3476, 3.2777, 0.2748], [0.1487, 2.1510, 0.3282], [-0.9996, 3.0724, -0.3539], [-1.2529, 2.9072, -1.7542], [-0.6531, 4.0577, -2.5330], [-0.3455, 2.2334, 1.8657], [-0.9691, 3.3973, 2.4203], [-0.7612, 3.3693, 3.9157], [3.8615, 2.6279, 2.4437], [2.1390, 2.3643, 2.7423], [2.7433, 4.0058, 2.4678], [2.7513, 1.7458, 0.3996], [3.3709, 3.3740, 0.1225], [-2.3334, 2.8457, -1.8672], [-0.8472, 1.9490, -2.0914], [-1.0680, 5.0080, -2.1908], [-0.8761, 3.9450, -3.5971], [0.4299, 4.0930, -2.4025], [-2.0288, 3.3708, 2.1614], [-0.5352, 4.2948, 1.9723], [-1.0496, 2.3953, 4.3127], [-1.3732, 4.1347, 4.3992], [0.2840, 3.5482, 4.1727]],
  "forces_ev_per_angstrom": [[0.347, -0.047, -0.205], [0.090, 0.050, -0.008], [0.090, -0.149, -0.029], [0.075, 0.237, 0.022], [-0.199, -0.169, -0.032], [0.010, 0.050, -0.008], [0.097, 0.047, -0.042], [-0.120, -0.054, 0.132], [0.231, 0.011, -0.040], [-0.401, 0.127, -0.015], [0.024, -0.134, 0.132], [0.166, 0.026, -0.010], [-0.113, -0.004, 0.016], [-0.115, -0.085, 0.022], [0.019, 0.021, -0.008], [-0.046, -0.006, -0.033], [0.005, 0.008, 0.010], [0.000, 0.014, 0.001], [0.190, -0.134, -0.052], [-0.102, 0.065, 0.150], [-0.186, -0.037, -0.119], [0.032, 0.233, 0.004], [0.170, -0.252, 0.288], [0.083, 0.131, -0.226], [-0.064, 0.049, -0.055], [-0.116, 0.048, 0.027], [-0.013, 0.012, -0.098], [-0.046, 0.026, 0.030], [-0.074, 0.016, 0.058], [0.008, -0.051, 0.125], [0.048, -0.024, 0.030], [0.001, 0.032, -0.023], [-0.014, -0.011, -0.047], [0.002, -0.050, 0.038], [0.054, -0.028, -0.065], [-0.023, 0.040, 0.011], [-0.026, 0.007, 0.038], [-0.013, -0.022, -0.048], [0.055, -0.001, 0.002], [0.034, -0.016, -0.038], [-0.002, -0.001, -0.009], [-0.006, 0.006, -0.011], [0.016, -0.006, -0.001], [0.011, 0.049, 0.060], [0.012, -0.034, -0.030], [0.283, 0.022, 0.114], [-0.516, -0.012, 0.026], [0.090, 0.015, -0.028], [0.048, -0.060, 0.097], [-0.025, 0.057, -0.047], [0.008, 0.002, -0.006], [0.059, 0.000, -0.116], [-0.041, 0.026, 0.107], [-0.009, 0.010, -0.019], [0.005, -0.014, -0.032], [0.002, -0.014, -0.007], [-0.045, -0.024, -0.008], [0.010, 0.040, -0.031], [-0.043, 0.042, -0.010], [-0.005, -0.023, 0.007], [0.007, -0.026, -0.008], [0.015, 0.007, 0.019], [-0.026, -0.027, 0.000], [-0.014, -0.015, 0.003], [-0.007, 0.019, 0.032], [-0.019, 0.016, -0.005], [0.034, -0.002, -0.016], [-0.003, -0.027, -0.017]],
  "e_lumo_ev": 2.41,
  "gap_ev": 6.33,
  "charge": -1
}

***

Record 2
{
  "formula": "C42H36N4O3SbZn",
  "method": "ωB97M-V/def2-TZVPD",
  "species": ["Zn", "O", "C", "O", "C", "C", "C", "N", "C", "C", "C", "C", "C", "C", "C", "N", "C", "C", "C", "C", "C", "N", "H", "H", "H", "H", "H", "H", "H", "H", "H", "H", "O", "C", "C", "C", "C", "C", "C", "C", "C", "N", "H", "H", "H", "H", "H", "H", "H", "H", "H", "H", "H", "C", "C", "C", "C", "C", "C", "Sb", "C", "C", "C", "C", "C", "C", "C", "C", "C", "C", "C", "C", "H", "H", "H", "H", "H", "H", "H", "H", "H", "H", "H", "H", "H", "H", "H"],
  "coordinates": [[0.1404, -0.9148, -0.0314], [3.8521, -5.7554, 3.2042], [4.3649, -4.9524, 2.4186], [5.4981, -4.8203, 1.9461], [3.3558, -3.8818, 1.8943], [3.7546, -2.9332, 0.9622], [2.8254, -2.0315, 0.4816], [1.5504, -2.0667, 0.8854], [1.1666, -2.9273, 1.8352], [2.0464, -3.8566, 2.3569], [-0.2344, -2.7512, 2.3082], [-0.8400, -3.6507, 3.1724], [-2.1217, -3.3861, 3.6262], [-2.7531, -2.2236, 3.2172], [-2.0859, -1.3907, 2.3364], [-0.8663, -1.6501, 1.8718], [3.1345, -0.9546, -0.4983], [4.4051, -0.7543, -1.0218], [4.5966, 0.2626, -1.9407], [3.5178, 1.0489, -2.3212], [2.2857, 0.7834, -1.7550], [2.1002, -0.1831, -0.8561], [4.7935, -2.9471, 0.6632], [1.7808, -4.5679, 3.1264], [-0.3167, -4.5405, 3.4882], [-2.6149, -4.0757, 4.2972], [-3.7399, -1.9604, 3.5686], [-2.5515, -0.4747, 1.9935], [5.2273, -1.3842, -0.7188], [5.5779, 0.4346, -2.3607], [3.6238, 1.8461, -3.0421], [1.4093, 1.3596, -2.0323], [-0.9897, -3.3222, -0.6127], [-1.2589, -3.7666, -1.9423], [0.0118, -3.9513, -2.7503], [0.9747, -2.7582, -2.6621], [0.3023, -1.4849, -3.0784], [0.4024, -1.0284, -4.3864], [-0.3361, 0.0678, -4.7939], [-1.1853, 0.6744, -3.8829], [-1.2074, 0.1874, -2.5921], [-0.4622, -0.8426, -2.1737], [-0.5271, -4.0295, -0.1485], [-1.8972, -3.0012, -2.3826], [-1.8301, -4.6976, -1.9142], [-0.2743, -4.1219, -3.7915], [0.5440, -4.8462, -2.4189], [1.8263, -2.9542, -3.3141], [1.3585, -2.6711, -1.6449], [1.0497, -1.5495, -5.0778], [-0.2596, 0.4365, -5.8073], [-1.8043, 1.5172, -4.1534], [-1.8538, 0.6480, -1.8566], [0.0097, 5.3048, -2.6775], [-1.2485, 4.7323, -2.5694], [-1.4752, 3.7137, -1.6528], [-0.4413, 3.2619, -0.8373], [0.8185, 3.8458, -0.9461], [1.0417, 4.8649, -1.8611], [-0.7906, 1.6518, 0.5170], [-0.0323, 2.4335, 2.3299], [-0.8505, 2.7106, 3.4197], [-0.2942, 3.1932, 4.5967], [1.0745, 3.3932, 4.6906], [1.8963, 3.0954, 3.6132], [1.3459, 2.6078, 2.4377], [-2.8880, 1.9094, 0.6801], [-3.7421, 0.9107, 0.2176], [-5.1190, 1.0896, 0.2555], [-5.6468, 2.2681, 0.7603], [-4.8013, 3.2720, 1.2134], [-3.4261, 3.0983, 1.1687], [0.1835, 6.1004, -3.3886], [-2.0607, 5.0872, -3.1889], [-2.4675, 3.2869, -1.5706], [1.6316, 3.5342, -0.3020], [2.0196, 5.3224, -1.9279], [-1.9196, 2.5482, 3.3649], [-0.9321, 3.4104, 5.4427], [1.5037, 3.7709, 5.6080], [2.9661, 3.2326, 3.6925], [2.0042, 2.3501, 1.6151], [-3.3432, -0.0194, -0.1766], [-5.7752, 0.3097, -0.1068], [-6.7182, 2.4073, 0.7974], [-5.2131, 4.1966, 1.5940], [-2.7765, 3.8995, 1.4996]],
  "forces_ev_per_angstrom": [[-0.127, 0.105, -0.141], [-0.092, -0.113, 0.135], [-0.112, 0.096, -0.056], [0.189, 0.034, -0.086], [-0.020, -0.013, 0.004], [-0.025, 0.073, 0.020], [0.008, 0.011, -0.023], [-0.043, 0.014, 0.028], [-0.016, 0.015, -0.038], [-0.022, 0.057, -0.021], [0.065, -0.002, -0.034], [-0.012, 0.029, 0.037], [0.008, 0.015, -0.018], [0.047, 0.029, 0.023], [-0.072, 0.032, -0.013], [0.023, -0.184, -0.190], [0.002, -0.012, 0.026], [-0.002, 0.007, -0.010], [-0.031, 0.010, 0.005], [-0.001, -0.022, 0.029], [0.021, 0.040, -0.010], [-0.007, -0.076, -0.067], [0.030, -0.039, -0.004], [0.031, -0.055, 0.011], [0.011, -0.008, 0.014], [0.000, -0.009, 0.017], [-0.020, -0.001, -0.010], [-0.008, -0.038, -0.018], [0.018, -0.018, 0.008], [0.022, 0.006, -0.008], [0.001, 0.020, -0.013], [-0.003, 0.010, 0.006], [0.093, 0.122, 0.196], [-0.049, -0.035, -0.011], [0.000, -0.033, -0.077], [0.053, 0.024, -0.006], [-0.019, -0.040, 0.049], [-0.096, -0.051, -0.005], [0.013, 0.005, 0.001], [-0.009, -0.006, 0.008], [0.035, 0.037, -0.021], [0.065, 0.044, 0.161], [-0.021, -0.038, 0.067], [0.006, -0.015, 0.013], [-0.002, 0.028, -0.033], [0.037, -0.030, -0.014], [-0.004, -0.006, 0.012], [0.036, 0.055, 0.032], [-0.043, -0.036, -0.032], [0.016, -0.014, -0.010], [-0.003, 0.000, -0.034], [-0.008, 0.011, 0.008], [-0.013, 0.018, 0.002], [0.000, -0.005, -0.001], [-0.008, -0.009, 0.015], [0.055, -0.031, -0.039], [0.033, -0.073, 0.032], [-0.021, 0.043, 0.045], [0.006, -0.008, 0.008], [-0.006, 0.146, 0.081], [-0.027, -0.102, -0.048], [0.002, -0.004, 0.005], [-0.005, -0.003, 0.006], [0.000, -0.006, -0.007], [0.006, -0.007, 0.005], [-0.009, -0.019, 0.026], [0.067, -0.060, 0.004], [-0.016, 0.020, -0.007], [0.005, -0.012, 0.005], [0.007, -0.009, 0.004], [0.015, 0.014, -0.010], [-0.011, 0.017, -0.044], [0.003, 0.025, -0.012], [-0.025, 0.004, -0.029], [-0.039, -0.004, 0.005], [0.021, -0.028, -0.010], [0.022, 0.009, -0.001], [-0.010, 0.018, -0.007], [-0.016, 0.002, 0.012], [0.011, 0.008, 0.026], [0.019, 0.003, -0.004], [0.014, 0.005, -0.012], [-0.002, -0.012, 0.014], [-0.012, -0.010, -0.005], [-0.029, 0.009, -0.006], [-0.011, 0.016, 0.019], [0.014, 0.009, 0.022]],
  "e_lumo_ev": -3.28,
  "gap_ev": 6.57,
  "charge": 1
}

***

Record 3
{
  "formula": "C15H35ClN5O9",
  "method": "ωB97M-V/def2-TZVPD",
  "species": ["Cl", "O", "O", "O", "O", "C", "C", "O", "N", "C", "H", "H", "H", "H", "H", "H", "H", "C", "C", "O", "N", "C", "H", "H", "H", "H", "H", "H", "H", "C", "C", "O", "N", "C", "H", "H", "H", "H", "H", "H", "H", "C", "C", "O", "N", "C", "H", "H", "H", "H", "H", "H", "H", "C", "C", "O", "N", "C", "H", "H", "H", "H", "H", "H", "H"],
  "coordinates": [[-0.0870, 0.0893, -0.2831], [-0.4896, -1.0640, -1.0452], [-1.0789, 1.0615, -0.4254], [0.1674, -0.1269, 1.1331], [1.0885, 0.4577, -0.9907], [-2.3015, -0.1445, 2.7253], [-2.9972, 1.2071, 2.6474], [-4.1579, 1.3503, 3.0407], [-2.2777, 2.0647, 1.8973], [-2.7350, 3.3730, 1.4569], [-1.4932, -0.2157, 1.9975], [-2.9969, -0.9548, 2.5063], [-1.8981, -0.3945, 3.7065], [-1.3114, 1.9086, 1.6483], [-2.3098, 3.7558, 0.5292], [-2.5320, 4.1649, 2.1779], [-3.8013, 3.3290, 1.2350], [0.0305, -2.1348, 1.7794], [-0.1736, -3.5791, 1.5012], [-1.1773, -3.9001, 0.9255], [0.8242, -4.3963, 1.9011], [0.9497, -5.7327, 1.4858], [-0.5914, -1.7109, 2.5679], [-0.0919, -1.5719, 0.8541], [1.0999, -2.0414, 1.9683], [1.5931, -3.9230, 2.3536], [1.7380, -6.3649, 1.8944], [0.9192, -5.7101, 0.3965], [0.1685, -6.4550, 1.7229], [2.8267, 2.7673, -3.0413], [1.7647, 1.8613, -3.7157], [1.1077, 2.3293, -4.6688], [1.5786, 0.7117, -3.0854], [0.6429, -0.2602, -3.5544], [3.7380, 2.1698, -3.0656], [2.5802, 2.9558, -1.9964], [3.0203, 3.6884, -3.5910], [1.9511, 0.6637, -2.1478], [-0.0756, -0.5000, -2.7706], [1.2685, -1.0058, -4.0450], [-0.1146, 0.1849, -4.1995], [-4.1062, 0.9063, -1.3911], [-3.9690, -0.4096, -0.7115], [-4.8832, -1.2048, -0.7297], [-2.8379, -0.5642, -0.0007], [-2.6982, -1.7869, 0.8190], [-3.2695, 1.0079, -2.0823], [-4.1769, 1.6538, -0.6009], [-4.9356, 0.9818, -2.0942], [-2.0435, 0.0220, -0.2137], [-1.8250, -1.6913, 1.4644], [-2.4616, -2.6921, 0.2597], [-3.6447, -2.0496, 1.2915], [3.2257, -0.0292, -0.8349], [3.9756, 1.2488, -0.6501], [4.5973, 1.6873, -1.6280], [3.9817, 1.7340, 0.5803], [4.3751, 3.0675, 1.0858], [2.4008, -0.1650, -0.1355], [3.9305, -0.8589, -0.8905], [2.8467, -0.2154, -1.8398], [3.4978, 1.3062, 1.3567], [3.5677, 3.7977, 1.0304], [5.2216, 3.2689, 0.4293], [4.8648, 3.0769, 2.0595]],
  "forces_ev_per_angstrom": [[2.676, -0.709, -2.382], [-0.634, -1.298, 2.243], [-0.393, 3.653, -0.285], [1.096, 5.164, -2.056], [-3.027, 2.136, 3.610], [-0.151, 0.720, 1.268], [-0.709, -1.803, -0.226], [1.151, 0.760, -0.272], [0.353, 2.155, -0.466], [-0.790, 0.274, 0.084], [-0.678, 0.698, 0.960], [-0.158, 1.160, 0.748], [0.059, 0.454, 0.372], [-0.398, -0.720, 0.293], [0.557, -0.752, -0.132], [-0.237, -0.043, 0.336], [-0.104, 0.023, 0.429], [1.759, -2.865, 0.245], [-0.390, 1.132, 0.749], [-0.232, -2.694, -0.560], [0.665, 0.399, 1.404], [-0.517, -2.094, -1.268], [0.579, -0.401, -0.018], [-0.459, -3.536, 1.305], [0.090, 0.570, 0.563], [-0.113, -0.380, -0.132], [0.949, 1.068, -0.150], [0.551, -0.542, -0.203], [-1.095, 0.784, 0.367], [-0.331, -0.870, -1.328], [-0.468, 3.475, -0.471], [0.603, -1.320, 0.484], [0.445, 1.180, -2.739], [-0.813, 0.574, -0.060], [-0.380, 0.615, -0.139], [-0.045, 0.129, -0.122], [-0.552, -0.033, 0.008], [-0.371, 0.522, -2.110], [1.074, -1.097, -0.134], [-1.005, -0.761, 0.038], [0.782, 0.321, -0.941], [0.323, 0.401, -1.101], [-0.095, 0.275, 0.343], [-0.843, -1.142, 0.106], [-1.828, -2.073, 0.989], [0.170, -1.019, -2.540], [0.546, 0.655, 0.471], [0.274, 0.357, -0.394], [-0.460, -0.352, 0.595], [-2.175, -0.428, 0.298], [-1.709, -0.556, -0.944], [-0.413, 0.725, -0.731], [0.066, 0.372, 0.304], [1.780, -2.096, 0.711], [0.980, -1.226, -2.828], [0.826, -0.165, 2.658], [-0.614, 1.729, 3.952], [1.554, -0.585, -1.967], [1.825, -0.646, 0.273], [0.656, -0.066, 0.945], [0.886, 0.262, 0.613], [-0.445, -0.945, -0.978], [0.160, -0.020, -0.102], [-0.221, 1.090, -0.246], [-0.582, -0.595, 0.260]],
  "e_lumo_ev": 2.25,
  "gap_ev": 8.01,
  "charge": -1
}

***

Record 4
{
  "formula": "C8H20FNOSi2",
  "method": "ωB97M-V/def2-TZVPD",
  "species": ["C", "Si", "C", "C", "N", "Si", "C", "C", "C", "H", "H", "H", "H", "H", "H", "H", "H", "H", "H", "H", "H", "H", "H", "H", "H", "H", "H", "H", "O", "C", "C", "F", "H"],
  "coordinates": [[0.2342, -1.8717, -1.4500], [0.7252, -1.3767, 0.3236], [2.5699, -1.6783, 0.4975], [-0.3708, -2.3956, 1.5698], [0.1288, 0.1888, 0.6546], [0.5661, 1.6941, -0.0654], [-0.8534, 2.1719, -1.1844], [2.0818, 1.7556, -1.1414], [0.5869, 2.9679, 1.4103], [-0.1865, -2.8482, -1.5336], [-0.7261, -1.2308, -1.6732], [0.8090, -1.4886, -2.2244], [2.8507, -2.3975, 1.3146], [3.1081, -2.2029, -0.3412], [3.1729, -0.7335, 0.5913], [-0.6572, -1.7056, 2.3019], [-1.2669, -2.6180, 0.9290], [-0.0443, -3.3158, 2.0033], [-0.4048, 0.3301, 1.4902], [-1.3236, 1.2542, -1.6862], [-1.6324, 2.7601, -0.6362], [-0.6276, 2.7576, -2.1242], [1.9149, 1.1499, -2.0504], [2.0964, 2.8287, -1.4666], [3.0362, 1.5116, -0.7145], [1.4739, 3.2397, 1.9925], [0.2235, 4.0313, 1.1431], [-0.3043, 2.7100, 2.0955], [-3.2999, -0.1522, 1.7025], [-3.3010, -0.6208, 0.6539], [-3.5659, -1.3043, -0.4244], [-3.3871, -1.0932, -1.7545], [-3.6267, -2.3178, -0.2029]],
  "forces_ev_per_angstrom": [[-3.435, 2.367, 1.610], [-0.700, -1.990, -0.003], [2.006, -0.427, -0.030], [0.024, -0.062, -2.958], [0.896, 0.560, -0.298], [-0.402, 1.385, 0.771], [-1.175, 0.004, -1.850], [-0.528, 0.545, -0.679], [-2.118, 1.568, -0.078], [0.450, -1.015, -0.367], [1.286, -0.951, 0.733], [1.708, -0.138, -1.511], [-0.470, 1.047, -0.159], [-1.053, 0.551, 0.166], [-0.605, -0.772, 0.330], [-0.544, 0.853, 1.380], [0.545, 0.097, 0.708], [0.445, -0.507, 0.214], [-0.145, -0.177, 0.411], [0.393, 0.952, 1.147], [0.417, -0.651, -0.434], [0.205, -0.151, 1.175], [0.145, 0.204, 0.310], [0.131, -0.810, 0.159], [0.414, -0.141, 0.266], [-0.016, -0.840, 0.024], [0.536, -1.485, -0.397], [1.535, -0.079, -0.596], [0.408, 0.699, 1.179], [-0.346, 0.571, -0.918], [0.321, -0.268, -1.349], [0.079, 0.863, 0.672], [-0.409, -1.804, 0.371]],
  "smiles": "C[Si](C)(C)N[Si](C)(C)C.O=C=CF",
  "e_lumo_ev": 0.08,
  "gap_ev": 9.40
}